Model A:
Density functional theory data (wB97M-V/def2-TZVPD) for a cluster of 2 separate species, C3H8O4 in total.

Each line ends with the Mulliken charge.
Cartesian coordinates (Å):
C1 1.11 1.44 1.14  0.2610
C2 -0.14 -0.26 -1.21  -0.3742
C3 -0.78 -1.61 -0.87  -0.4079
O1 -0.65 0.74 -0.35  -0.5593
O2 0.74 2.70 1.23  -0.4057
O3 0.62 0.52 1.80  -0.6225
O4 -0.74 -1.87 0.51  -0.5368
H1 -0.13 2.76 1.67  0.3606
H2 -0.71 0.33 0.62  0.4499
H3 0.17 -1.77 0.84  0.3130
H4 2.03 1.35 0.54  0.3620
H5 0.94 -0.34 -1.08  0.2322
H6 -0.36 0.02 -2.25  0.3466
H7 -0.27 -2.40 -1.44  0.2937
H8 -1.83 -1.61 -1.14  0.2874

For the LUMO energy, the calculation gives 0.820 eV. The molecular weight comes out at 108.09 g mol⁻¹. The SMILES is O=CO.OCCO. The gap between HOMO and LUMO is 10.95 eV.

Model B:
Density functional theory data (wB97M-V/def2-TZVPD) for a cluster of 2 separate species, C3H8O4 in total.

Each line ends with the Mulliken charge.
Cartesian coordinates (Å):
C1 -0.70 -0.62 -0.07  0.0943
C2 -0.97 -1.16 -1.45  -1.1402
O1 -1.89 -0.47 0.68  -0.5178
H1 -2.52 0.05 0.15  0.3181
H2 -0.04 -1.28 0.50  0.2888
H3 -0.03 0.31 -0.19  0.0206
H4 -0.04 -1.23 -2.02  0.3288
H5 -1.64 -0.49 -2.00  0.3266
H6 -1.43 -2.15 -1.39  0.3084
C3 0.86 1.86 0.86  0.1876
O2 2.02 1.09 0.40  -0.1845
O3 2.33 0.10 1.44  -0.3192
O4 0.50 2.88 0.32  -0.4718
H7 2.98 -0.40 0.92  0.3385
H8 0.56 1.51 1.86  0.4218

For the LUMO energy, the calculation gives 0.580 eV. The molecular weight comes out at 108.09 g mol⁻¹. The SMILES is O=COO.CCO. The gap between HOMO and LUMO is 10.94 eV.

Most stable = model A

Model A:
Density functional theory data (wB97M-V/def2-TZVPD) for a structure of composition C9H10AsF6MgN5S2.

Each line ends with the Mulliken charge.
Cartesian coordinates (Å):
Mg1 -0.27 -0.42 0.91  0.9243
C1 -1.14 3.88 1.03  -1.6840
C2 -1.17 2.40 0.84  0.8439
N1 -0.12 1.69 0.82  0.0064
N2 1.13 2.23 0.89  -0.4240
C3 2.16 1.46 0.46  0.6240
N3 3.38 1.98 0.61  -0.3799
S1 1.95 -0.03 -0.29  -0.5016
C4 -2.42 1.62 0.60  0.8475
C5 -3.67 2.20 0.66  -0.8561
C6 -4.79 1.42 0.37  -0.4589
C7 -4.61 0.10 0.02  -0.8007
C8 -3.32 -0.41 0.00  0.1417
N4 -2.24 0.32 0.28  0.0275
H1 -0.70 4.13 2.00  0.3999
H2 -2.12 4.34 0.99  0.3614
H3 -0.52 4.33 0.25  0.4117
H4 1.27 3.10 1.39  0.2864
H5 3.55 2.86 1.08  0.2016
H6 4.17 1.44 0.32  0.2378
H7 -3.80 3.23 0.94  0.2780
H8 -5.78 1.85 0.41  0.4634
H9 -5.45 -0.54 -0.22  0.4163
H10 -3.15 -1.44 -0.25  0.2623
F1 0.84 -1.37 2.35  -0.5226
As1 0.01 -0.81 3.88  2.1072
F2 -0.95 -0.17 5.12  -0.4344
F3 0.59 0.77 3.44  -0.4783
F4 1.39 -1.13 4.81  -0.4372
F5 -1.31 -0.49 2.65  -0.5857
F6 -0.61 -2.39 4.05  -0.4649
S2 -0.69 -3.06 0.13  -0.1012
C9 0.89 -3.35 -0.10  0.5579
N5 2.03 -3.57 -0.27  -0.2696

For the LUMO energy (spin up / spin down), the calculation gives -4.190 / -7.069 eV. The molecular weight comes out at 465.56 g mol⁻¹. Its net charge is +1. As for the spin multiplicity: 2. The gap between HOMO and LUMO (spin up / spin down) is 8.54 / 5.66 eV.

Model B:
Density functional theory data (wB97M-V/def2-TZVPD) for a structure of composition C9H10AsF6MgN5S2.

Each line ends with the Mulliken charge.
Cartesian coordinates (Å):
Mg1 0.58 -1.13 -0.13  1.0544
C1 -0.47 2.91 1.02  -1.8539
C2 -0.37 1.59 0.32  1.1391
N1 0.75 1.04 -0.02  -0.3505
N2 1.91 1.68 0.16  -0.2275
C3 3.09 1.10 -0.20  0.5074
N3 4.21 1.78 0.02  -0.3775
S1 3.10 -0.40 -0.95  -0.4403
C4 -1.56 0.84 -0.05  0.4513
C5 -2.80 1.46 -0.23  -0.8621
C6 -3.88 0.71 -0.66  -0.4492
C7 -3.70 -0.64 -0.89  -0.7787
C8 -2.43 -1.18 -0.70  -0.0961
N4 -1.40 -0.47 -0.29  0.1416
H1 0.24 2.94 1.85  0.4237
H2 -1.46 3.06 1.43  0.4618
H3 -0.25 3.73 0.33  0.3949
H4 1.94 2.51 0.76  0.3223
H5 4.23 2.66 0.50  0.1997
H6 5.09 1.36 -0.24  0.2379
H7 -2.91 2.52 -0.08  0.3612
H8 -4.84 1.17 -0.81  0.4579
H9 -4.51 -1.28 -1.22  0.4385
H10 -2.26 -2.24 -0.90  0.4276
F1 0.37 -2.08 -1.79  -0.5742
As1 0.58 -3.81 -1.05  2.0509
F2 0.78 -5.26 -0.18  -0.4184
F3 -0.79 -4.30 -1.95  -0.4352
F4 -0.51 -3.15 0.25  -0.5208
F5 1.73 -4.16 -2.26  -0.4126
F6 1.84 -2.94 -0.07  -0.4914
S2 0.76 -1.39 2.49  -0.0740
C9 1.29 0.13 2.73  0.6360
N5 1.66 1.23 2.83  -0.3438

For the LUMO energy (spin up / spin down), the calculation gives -4.241 / -7.742 eV. The molecular weight comes out at 465.56 g mol⁻¹. Its net charge is +1. As for the spin multiplicity: 2. The gap between HOMO and LUMO (spin up / spin down) is 8.17 / 4.65 eV.

Most stable = model A

Model A:
Density functional theory data (wB97M-V/def2-TZVPD) for a cluster of 2 separate species, H5N3 in total.

Each line ends with the Mulliken charge.
Cartesian coordinates (Å):
N1 0.20 -1.18 0.20  -0.2649
N2 -0.71 0.71 -0.67  -0.3740
N3 0.42 -0.08 -0.44  -0.2278
H1 -0.39 -1.07 0.97  0.2047
H2 1.00 -1.76 0.26  0.2541
H3 -0.39 1.54 -1.15  0.2679
H4 -1.52 0.74 0.12  0.2429
H5 1.39 1.10 0.71  -0.1029

For the LUMO energy (spin up / spin down), the calculation gives 0.462 / 0.949 eV. The molecular weight comes out at 47.06 g mol⁻¹. The gap between HOMO and LUMO (spin up / spin down) is 7.56 / 9.14 eV.

Model B:
Density functional theory data (wB97M-V/def2-TZVPD) for a cluster of 2 separate species, H5N3 in total.

Each line ends with the Mulliken charge.
Cartesian coordinates (Å):
H1 0.29 1.77 -0.28  0.2589
H2 0.78 2.10 1.21  0.2290
H3 -0.24 0.89 1.01  0.1996
H4 -1.15 -2.02 -0.49  0.2120
H5 0.48 -1.31 0.11  0.1778
N1 -0.05 1.84 0.67  -0.6816
N2 -0.60 -1.85 -1.30  -0.2025
N3 0.50 -1.41 -0.94  -0.1932

For the LUMO energy, the calculation gives 0.614 eV. The molecular weight comes out at 47.06 g mol⁻¹. The SMILES is [H]/N=N\[H].N. The gap between HOMO and LUMO is 10.63 eV.

Most stable = model B

Model A:
Density functional theory data (wB97M-V/def2-TZVPD) for the molecule C3H4S2.

Each line ends with the Mulliken charge.
Cartesian coordinates (Å):
C1 1.30 -0.54 0.24  -0.3146
C2 0.03 -0.34 -0.20  0.2885
C3 -1.01 0.72 -0.05  -1.0728
S1 2.12 0.71 1.00  -0.1723
S2 -0.76 -1.90 -0.81  -0.1666
H1 1.69 -1.48 0.00  0.3841
H2 -1.44 0.48 0.82  0.3509
H3 -0.42 1.68 -0.04  0.3313
H4 -1.51 0.67 -0.96  0.3715

For the LUMO energy (spin up / spin down), the calculation gives -2.787 / -2.787 eV. The molecular weight comes out at 104.20 g mol⁻¹. The SMILES is CC(=S)C=S. The gap between HOMO and LUMO (spin up / spin down) is 6.44 / 6.44 eV.

Model B:
Density functional theory data (wB97M-V/def2-TZVPD) for the molecule C3H4S2.

Each line ends with the Mulliken charge.
Cartesian coordinates (Å):
C1 -1.14 -0.01 0.94  -0.5994
C2 0.99 0.39 -1.00  -0.5514
C3 0.05 -0.30 -0.07  0.4503
S1 -1.27 -1.43 -0.23  -0.1290
S2 1.76 -0.58 0.39  -0.1635
H1 -0.69 -0.36 1.87  0.2138
H2 0.93 0.15 -2.10  0.2284
H3 1.42 1.44 -0.86  0.2571
H4 -2.03 0.71 1.05  0.2938

For the LUMO energy, the calculation gives 0.757 eV. The molecular weight comes out at 104.20 g mol⁻¹. The SMILES is C1SC12CS2. The gap between HOMO and LUMO is 9.65 eV.

Model C:
Density functional theory data (wB97M-V/def2-TZVPD) for the molecule C3H4S2.

Each line ends with the Mulliken charge.
Cartesian coordinates (Å):
C1 0.79 0.09 0.01  0.0086
C2 -0.34 1.16 0.00  -0.4019
C3 -0.18 -1.12 0.03  -0.4434
H1 -0.63 1.48 1.02  0.2474
H2 -0.19 1.94 -0.71  0.3478
H3 -0.21 -1.55 1.05  0.2704
H4 0.01 -1.90 -0.67  0.3483
S1 2.38 -0.01 -0.32  -0.2418
S2 -1.63 -0.08 -0.40  -0.1355

For the LUMO energy, the calculation gives -0.423 eV. The molecular weight comes out at 104.20 g mol⁻¹. The SMILES is S=C1CSC1. The gap between HOMO and LUMO is 8.55 eV.

Model D:
Density functional theory data (wB97M-V/def2-TZVPD) for the molecule C3H4S2.

Each line ends with the Mulliken charge.
Cartesian coordinates (Å):
C1 -0.37 -0.28 -0.87  -0.6071
C2 -0.49 -0.06 0.57  -0.0196
C3 0.70 -0.18 1.49  -0.4482
S1 0.58 1.24 -1.40  -0.2207
S2 0.46 1.47 0.95  0.0536
H1 0.29 -1.17 -1.28  0.2801
H2 -1.30 -0.18 -1.41  0.3488
H3 -1.52 -0.13 0.87  0.4147
H4 1.65 -0.71 1.08  0.1985

For the LUMO energy (spin up / spin down), the calculation gives -0.625 / -0.625 eV. The molecular weight comes out at 104.20 g mol⁻¹. The gap between HOMO and LUMO (spin up / spin down) is 7.88 / 7.88 eV.

Most stable = model C

Model A:
Density functional theory data (wB97M-V/def2-TZVPD) for a cluster of 2 separate species, C4H12 in total.

Each line ends with the Mulliken charge.
Cartesian coordinates (Å):
C1 -0.01 1.78 2.36  -0.8312
C2 0.56 0.96 1.29  -0.4526
H1 -1.03 2.20 2.26  0.3552
H2 -0.08 1.24 3.32  0.3145
H3 0.59 2.69 2.53  0.3253
H4 1.60 1.12 0.95  0.4087
H5 0.13 1.28 0.26  0.2488
H6 0.34 -0.09 1.46  0.3275
C3 -0.92 -1.10 -1.69  -0.4963
C4 0.41 -1.75 -1.96  -0.7202
H7 -0.87 -0.24 -0.98  0.0021
H8 -1.40 -0.67 -2.57  0.3274
H9 -1.70 -1.69 -1.21  0.3239
H10 1.18 -1.38 -1.27  0.2492
H11 0.80 -1.53 -2.95  0.3186
H12 0.40 -2.83 -1.80  0.2989

For the LUMO energy (spin up / spin down), the calculation gives -3.045 / -11.244 eV. The molecular weight comes out at 60.14 g mol⁻¹. Its net charge is +1. As for the spin multiplicity: 2. The gap between HOMO and LUMO (spin up / spin down) is 13.35 / 4.11 eV.

Model B:
Density functional theory data (wB97M-V/def2-TZVPD) for a cluster of 2 separate species, C4H12 in total.

Each line ends with the Mulliken charge.
Cartesian coordinates (Å):
C1 2.06 -0.09 1.65  -0.8975
C2 0.64 0.38 1.14  -0.4245
H1 2.77 0.07 0.88  0.3423
H2 2.26 0.46 2.54  0.3158
H3 2.20 -1.08 1.86  0.3945
H4 0.04 -0.60 0.99  0.1562
H5 0.58 0.93 0.20  0.3421
H6 0.14 0.95 1.97  0.3979
C3 -1.74 0.09 -0.75  -0.7063
C4 -0.96 -0.27 -2.08  -0.6838
H7 -1.60 1.09 -0.42  0.3395
H8 -2.83 -0.12 -0.81  0.3423
H9 -1.39 -0.59 -0.01  0.1824
H10 -1.42 -0.10 -3.06  0.3487
H11 -0.71 -1.39 -1.84  0.2596
H12 -0.05 0.27 -2.27  0.2908

For the LUMO energy (spin up / spin down), the calculation gives -3.116 / -11.329 eV. The molecular weight comes out at 60.14 g mol⁻¹. Its net charge is +1. As for the spin multiplicity: 2. The gap between HOMO and LUMO (spin up / spin down) is 13.50 / 4.80 eV.

Model C:
Density functional theory data (wB97M-V/def2-TZVPD) for a cluster of 2 separate species, C4H12 in total.

Each line ends with the Mulliken charge.
Cartesian coordinates (Å):
C1 -1.92 1.49 1.10  -0.8970
C2 -0.84 0.46 1.50  -0.4259
H1 -1.55 2.20 0.36  0.3553
H2 -2.74 0.92 0.66  0.3151
H3 -2.24 1.99 2.00  0.3399
H4 -0.44 0.14 0.51  -0.3985
H5 0.06 0.83 1.97  0.3738
H6 -1.35 -0.40 1.93  0.3381
C3 0.90 -0.38 -1.45  -0.0461
C4 1.88 -1.44 -1.06  -0.8926
H7 0.27 -0.81 -2.25  0.3512
H8 0.06 -0.32 -0.68  0.1721
H9 1.43 0.54 -1.58  0.3654
H10 1.31 -2.27 -0.60  0.3640
H11 2.42 -1.89 -1.92  0.3631
H12 2.73 -1.04 -0.49  0.3222

For the LUMO energy (spin up / spin down), the calculation gives -2.952 / -10.644 eV. The molecular weight comes out at 60.14 g mol⁻¹. Its net charge is +1. As for the spin multiplicity: 2. The gap between HOMO and LUMO (spin up / spin down) is 13.83 / 5.60 eV.

Most stable = model C

Model A:
Density functional theory data (wB97M-V/def2-TZVPD) for the ion C6H15N2 with charge +1.

Each line ends with the Mulliken charge.
Cartesian coordinates (Å):
C1 0.52 1.69 -0.45  0.6720
C2 0.14 2.31 -1.71  -1.1127
C3 1.42 -0.73 -1.02  -1.3389
C4 -1.54 0.06 1.20  -0.8885
C5 -0.21 -1.96 1.08  -0.8959
C6 0.09 -0.08 -0.54  -0.0593
N1 1.14 2.15 0.50  -0.5641
N2 -0.22 -0.44 0.83  0.0177
H1 -0.91 2.06 -2.10  0.3042
H2 0.92 1.98 -2.45  0.2692
H3 0.19 3.51 -1.77  0.3499
H4 2.02 -0.95 -0.14  0.3836
H5 2.13 -0.01 -1.51  0.3663
H6 1.27 -1.63 -1.71  0.2932
H7 -2.38 -0.46 0.60  0.3700
H8 -1.97 -0.25 2.19  0.3635
H9 -1.71 1.14 1.25  0.3403
H10 0.79 -2.20 1.01  0.4313
H11 -0.46 -2.31 2.16  0.3308
H12 -0.70 -2.50 0.21  0.3507
H13 -0.74 -0.33 -1.25  0.4210
H14 1.54 1.59 1.22  0.2139
H15 0.48 -0.02 1.50  0.3817

For the LUMO energy, the calculation gives -3.042 eV. The molecular weight comes out at 115.20 g mol⁻¹. The SMILES is [H]/N=C(/C)[C@@H](C)[NH+](C)C. Its net charge is +1. The gap between HOMO and LUMO is 10.37 eV.

Model B:
Density functional theory data (wB97M-V/def2-TZVPD) for the ion C6H15N2 with charge +1.

Each line ends with the Mulliken charge.
Cartesian coordinates (Å):
C1 0.25 1.06 2.53  -1.1910
C2 -0.65 1.30 1.31  -0.3863
C3 0.17 1.55 0.03  -0.6508
C4 1.28 0.54 -0.27  -0.5901
C5 0.86 -0.92 -0.07  -0.9532
N1 0.27 -1.50 -1.25  -0.0986
C6 -1.00 -1.54 -1.49  0.2750
N2 -1.51 -2.06 -2.59  -0.3327
H1 -0.31 0.73 3.40  0.3414
H2 0.66 2.03 2.82  0.3591
H3 1.04 0.34 2.35  0.3138
H4 -1.24 2.19 1.50  0.4062
H5 -1.40 0.53 1.19  0.1595
H6 -0.45 1.67 -0.87  0.3134
H7 0.60 2.53 0.19  0.3615
H8 2.21 0.78 0.23  0.4345
H9 1.54 0.62 -1.34  0.3691
H10 1.69 -1.53 0.30  0.2622
H11 0.16 -0.96 0.76  0.5519
H12 0.95 -1.87 -1.90  0.2780
H13 -1.59 -1.08 -0.71  0.2839
H14 -1.00 -2.27 -3.43  0.2315
H15 -2.52 -2.16 -2.67  0.2619

For the LUMO energy, the calculation gives -3.446 eV. The molecular weight comes out at 115.20 g mol⁻¹. The SMILES is CCCCCNC=[NH2+]. Its net charge is +1. The gap between HOMO and LUMO is 11.06 eV.

Most stable = model B